The following is a DFT calculation (ωB97M-V/def2-TZVPD) of a structure of composition C2H6CsO.

Properties
<S²>: 0.754
2S+1: 2
Calculated total energy: -4746.452 eV
Charge: +2
Frontier orbital gap (alpha / beta): 14.825 / 7.885 eV
Energy relative to the best compared isomer or geometry (same formula, charge and spin): 0.575 eV
HOMO energy (alpha / beta): -22.5 / -22.4 eV

XYZ file:
```
10
Properties=species:S:1:pos:R:3:forces:R:3:lowdin_charge:R:1
Cs -0.18407 2.28581 2.47780 -0.04 0.56 0.61 1.09
C 0.88479 -0.11469 -0.00650 2.20 0.68 0.85 -0.02
C -0.44425 -0.70098 -0.41718 -2.15 -0.68 -1.28 -0.11
O -1.44914 0.25660 -0.05591 1.48 -2.52 0.24 0.23
H 1.74063 -0.78505 -0.08556 -0.54 -0.94 -0.40 0.14
H 0.75159 -0.00947 1.07020 0.50 0.82 -0.15 0.03
H 1.17754 0.67878 -0.69411 -0.27 0.71 0.74 0.12
H -0.56044 -1.69448 0.01590 -0.58 0.32 0.72 0.18
H -0.37639 -0.77048 -1.50284 -0.24 0.12 -0.40 0.18
H -1.54025 0.85400 -0.80184 -0.37 0.92 -0.93 0.17
```
Positions in Å, forces in eV/Å.

***

The following is a DFT calculation (ωB97M-V/def2-TZVPD) of the molecule C4H12N2OS.

Properties
Calculated total energy: -20200.948 eV
Frontier orbital gap: 8.994 eV
Energy relative to the best compared isomer or geometry (same formula, charge and spin): 5.167 eV
HOMO energy: -8.2 eV

XYZ file:
```
20
Properties=species:S:1:pos:R:3:forces:R:3:lowdin_charge:R:1
C 1.89275 -0.54529 -1.41545 -3.55 1.33 1.90 -0.20
C -1.51775 1.91899 -0.75535 0.95 2.31 -1.30 -0.14
C -0.33726 -2.06877 0.53456 -0.31 -0.13 -2.17 -0.13
C 0.56581 -0.12452 1.69326 2.45 -1.25 -1.49 -0.10
N -0.11004 1.55763 -0.90799 1.52 -0.77 -0.24 -0.23
N -0.10136 -0.66717 0.51761 -0.82 2.08 0.17 -0.37
O -0.77223 -0.66230 -2.07690 3.00 1.09 2.80 -0.39
S 0.27753 -0.11256 -1.09281 -1.31 -1.84 -1.21 0.81
H 2.02230 -0.81596 -2.41681 0.66 -0.05 -1.19 -0.02
H 2.51207 -0.08250 -0.66129 0.57 -0.20 -0.40 0.00
H -1.57785 3.07234 -0.83590 0.14 -1.82 0.28 0.12
H -2.01857 1.51302 -1.60551 -1.12 -0.40 -0.18 0.06
H -1.86202 1.61887 0.18711 -0.74 -0.56 1.13 0.05
H 0.36135 -2.72441 1.03036 0.13 0.17 0.74 0.09
H -1.39225 -2.23760 0.65264 -0.33 -0.58 0.83 0.09
H -0.18368 -2.26287 -0.50982 -0.09 -1.34 -0.67 0.05
H 1.63391 -0.32334 1.51484 0.36 0.28 0.22 0.08
H 0.48956 0.90885 1.78785 -0.59 1.75 0.27 0.05
H 0.45277 -0.65119 2.62900 -1.17 -0.25 0.01 0.09
H 0.18677 1.87690 -1.83831 0.25 0.16 0.50 0.09
```
Positions in Å, forces in eV/Å.

***

The following is a DFT calculation (ωB97M-V/def2-TZVPD) of a cluster of 2 separate species, C3H10NO4 in total.

Properties
Calculated total energy: -12947.217 eV
Charge: +1
Frontier orbital gap: 11.547 eV
Energy relative to the best compared isomer or geometry (same formula, charge and spin): 0.000 eV
HOMO energy: -14.8 eV

XYZ file:
```
18
Properties=species:S:1:pos:R:3:forces:R:3:lowdin_charge:R:1
O -1.43861 -1.44379 0.95342 0.06 -0.28 0.10 0.18
C -1.44322 -0.48935 0.24644 -0.33 0.34 -0.01 -0.48
O -2.35071 0.49918 0.26683 0.13 0.40 -0.28 0.14
C -0.37926 -0.17653 -0.81041 0.22 -1.16 2.26 -0.18
C 0.63145 -1.28363 -0.89804 1.69 -0.28 -0.26 -0.18
O 1.37599 -0.93672 -2.06697 -0.20 0.27 0.01 -0.04
N 0.24716 1.10667 -0.43147 0.16 1.30 -0.18 0.24
H -3.04726 0.37515 0.92859 0.09 -0.31 0.10 0.15
H -0.80246 -0.06554 -1.75485 -0.92 0.33 -1.62 0.16
H 0.19549 -2.27404 -0.93983 -0.62 -0.01 -0.36 0.14
H 1.30796 -1.36913 -0.03377 -0.26 0.49 0.10 0.14
H 2.10211 -1.53332 -2.27676 -0.13 -0.17 0.28 0.11
H -0.44184 1.86661 -0.45657 -0.16 -0.24 0.14 0.18
H 0.67115 1.13100 0.52758 -0.21 -0.32 -0.01 0.12
H 0.94438 1.39572 -1.11125 0.44 -0.33 -0.27 0.18
H 1.12114 0.34927 2.76515 -0.01 0.11 -0.05 0.09
H 0.45532 1.73539 2.85389 -0.01 0.11 0.13 0.08
O 0.85121 1.11305 2.23802 0.05 -0.24 -0.06 -0.02
```
Positions in Å, forces in eV/Å.

***

The following is a DFT calculation (ωB97M-V/def2-TZVPD) of a cluster of 3 separate species, CH5O4 in total.

Properties
Calculated total energy: -9310.197 eV
Charge: -1
Frontier orbital gap: 9.286 eV
Energy relative to the best compared isomer or geometry (same formula, charge and spin): 0.306 eV
HOMO energy: -4.9 eV

XYZ file:
```
10
Properties=species:S:1:pos:R:3:forces:R:3:lowdin_charge:R:1
O 0.05361 0.97095 0.66039 0.24 0.12 0.08 -0.13
C 0.55794 -0.16571 0.55589 -0.45 -0.27 -0.45 -0.63
O 0.29886 -1.04889 -0.30042 0.10 0.19 0.18 -0.14
H 1.32587 -0.46200 1.30634 0.12 0.13 0.18 0.09
H 2.01336 -1.09261 -2.25037 -0.11 -0.02 0.15 0.01
H 0.80217 -0.22828 -2.07031 0.06 -0.21 0.23 0.00
O 1.54613 -0.37174 -2.67896 0.07 0.19 -0.44 -0.11
H -2.53725 0.09250 1.52585 0.20 -0.07 -0.16 0.01
H -1.64405 1.32882 1.37762 -0.05 -0.62 0.19 0.00
O -2.41663 0.97696 1.87397 -0.18 0.56 0.04 -0.11
```
Positions in Å, forces in eV/Å.

***

The following is a DFT calculation (ωB97M-V/def2-TZVPD) of a cluster of 3 separate species, C31H55BF3NO7P in total.

Properties
Calculated total energy: -66980.098 eV
Charge: -1
Frontier orbital gap: 5.760 eV
HOMO energy: -3.7 eV

XYZ file:
```
99
Properties=species:S:1:pos:R:3:forces:R:3:lowdin_charge:R:1
C 3.41398 -1.86748 3.56755 0.12 -0.19 -0.43 -0.05
C 3.25301 -2.35576 2.30566 0.00 0.81 -0.38 -0.05
B 1.83221 -2.12507 1.49081 1.51 1.68 -0.22 -0.79
C 0.78583 -3.22164 2.14405 -0.07 0.27 -0.36 -0.01
O 1.49394 -4.39107 2.68400 -0.28 0.02 0.14 0.03
C 0.73527 -5.35877 3.14770 0.34 0.02 0.01 -0.74
F -0.33199 -4.95202 3.86547 -0.17 0.04 0.02 0.13
F 1.46209 -6.14687 3.95848 0.12 -0.15 0.06 0.14
F 0.24589 -6.17289 2.17674 -0.19 -0.02 -0.09 0.12
O 1.87812 -2.15315 0.01118 -0.18 -0.31 0.05 0.03
C 1.50632 -0.90966 -0.55911 -0.77 -0.50 -0.34 -0.37
C 0.54915 -1.34204 -1.69087 -0.21 0.81 -0.20 -0.09
C -0.04918 -0.27606 -2.55636 -0.06 0.44 -0.06 -0.23
N 0.26062 0.95550 -2.54289 0.04 -0.38 -0.05 0.15
C 2.76797 -0.21338 -1.10488 0.48 0.04 -0.20 -0.30
C 3.87568 -0.14644 -0.05204 -0.03 -0.48 0.07 -0.07
C 3.35916 -0.93215 -2.34891 0.21 0.30 0.05 -0.21
C 3.10913 -0.23192 -3.70020 0.40 -0.37 0.29 -0.11
C 0.72976 -0.16992 0.63434 0.44 -0.95 1.25 -0.43
C -0.71318 -0.65972 0.86855 -0.39 0.47 -0.65 -0.14
C -1.88564 0.09104 0.22567 -0.45 -0.62 0.29 -0.19
C -3.19068 -0.70248 0.44613 0.26 0.25 0.71 -0.19
C -4.46148 0.16540 0.58972 -0.16 -0.61 -0.58 -0.18
C -5.57065 -0.21818 -0.41072 -0.16 0.27 0.12 -0.22
C -7.00630 -0.07873 0.13410 -0.10 -0.24 -0.29 -0.25
C -7.94572 -1.22905 -0.29489 -0.17 0.25 0.03 -0.11
P 1.16609 1.63431 0.85154 1.59 0.21 -1.62 1.10
C -0.06070 2.85470 0.21698 -0.74 0.53 0.63 -0.41
C -0.96602 3.55407 1.24909 0.42 -0.42 0.12 -0.17
C 1.58357 1.96266 2.60061 -0.98 0.00 0.39 -0.39
C 0.50562 1.84085 3.70714 0.76 0.29 0.29 -0.14
O 1.45694 -0.70248 1.75028 -0.62 0.06 0.18 -0.09
H 3.25811 -0.80203 3.74205 -1.63 -0.30 0.41 0.03
H 3.60880 -2.49318 4.44019 1.62 0.25 -0.18 0.03
H 4.04579 -2.93181 1.81263 -0.65 -1.64 0.85 0.08
H 0.24803 -2.72880 2.95617 0.08 -0.13 0.15 0.12
H 0.05147 -3.58502 1.41883 0.05 -0.07 -0.05 0.11
H -0.29459 -1.88675 -1.26344 0.08 -0.15 0.04 0.11
H 1.04810 -2.05739 -2.34951 0.05 -0.04 0.06 0.12
H -0.85821 -0.61945 -3.22391 0.09 -0.17 -0.03 0.10
H -0.30680 1.45485 -3.22701 -0.07 0.07 0.08 0.04
H 2.55539 0.80627 -1.42285 -0.34 -0.01 0.19 0.09
H 4.70326 0.46118 -0.42221 -0.02 0.02 -0.05 0.08
H 4.23953 -1.15885 0.14247 0.06 0.01 -0.05 0.08
H 3.54905 0.25134 0.90047 -0.09 0.09 -0.06 0.04
H 3.06073 -1.98120 -2.37873 0.00 -0.02 0.02 0.10
H 4.44290 -0.95158 -2.20950 0.00 -0.04 0.07 0.09
H 2.27822 -0.68756 -4.23820 -0.12 0.27 -0.10 0.05
H 4.01175 -0.31913 -4.31133 -0.13 -0.12 -0.19 0.06
H 2.94656 0.83435 -3.55000 -0.28 -0.01 -0.06 0.06
H -0.81394 -1.71237 0.58834 0.24 -0.07 0.11 0.10
H -0.86325 -0.61565 1.94936 0.07 0.00 0.03 0.12
H -1.75990 0.24577 -0.84338 0.14 0.34 0.01 0.09
H -2.01064 1.04029 0.74512 0.13 0.20 -0.29 0.08
H -3.05410 -1.23793 1.39214 -0.07 -0.12 -0.05 0.11
H -3.31687 -1.48240 -0.30904 0.01 0.10 -0.13 0.10
H -4.19479 1.21420 0.45610 -0.09 0.07 0.16 0.11
H -4.87605 0.02539 1.58975 0.14 0.20 0.10 0.10
H -5.46260 0.40491 -1.29953 0.02 -0.13 -0.14 0.10
H -5.43648 -1.25265 -0.73672 0.13 -0.03 0.10 0.09
H -6.98007 -0.03474 1.22334 0.03 0.08 0.01 0.09
H -7.44975 0.85201 -0.22261 0.10 0.14 0.21 0.10
H -7.42349 -1.97597 -0.89323 -0.01 -0.04 0.03 0.06
H -8.78168 -0.85349 -0.88807 0.02 -0.06 -0.08 0.06
H -8.38947 -1.73090 0.56553 0.08 -0.08 0.00 0.06
H -0.66170 2.42703 -0.58360 0.14 -0.26 0.02 0.04
H 0.52294 3.64892 -0.25546 0.17 -0.16 -0.06 0.06
H -1.57477 2.83968 1.80681 -0.20 0.06 -0.14 0.05
H -1.59721 4.30713 0.77449 -0.06 0.04 0.10 0.06
H -0.32637 4.02327 1.99982 -0.13 0.24 -0.03 0.05
H 2.00506 2.97293 2.59510 -0.05 0.04 -0.10 0.06
H 2.41596 1.29766 2.82111 -0.04 -0.11 -0.18 0.04
H 0.91383 1.26257 4.53933 -0.21 -0.23 -0.06 0.06
H 0.30367 2.82869 4.13038 -0.33 -0.01 -0.12 0.05
H -0.41613 1.38484 3.35843 -0.02 -0.05 0.05 0.05
O 4.07222 4.09058 0.53212 0.01 -0.02 -0.10 0.12
C 4.87569 3.53261 1.21717 -0.06 0.12 0.23 -0.49
O 4.89552 2.19385 1.40995 0.10 0.44 0.02 -0.01
C 5.90701 1.83888 2.36020 0.09 -0.13 0.09 -0.15
C 6.90176 2.99314 2.34256 -0.01 0.13 0.02 -0.16
C 5.99315 4.17831 2.02665 0.31 -0.32 -0.10 -0.08
H 5.43356 1.71410 3.33701 0.00 0.00 0.00 0.13
H 6.34584 0.88982 2.06163 -0.14 -0.05 -0.06 0.13
H 7.46178 3.09067 3.27117 -0.05 -0.03 0.04 0.11
H 7.61785 2.85252 1.53108 0.00 -0.02 0.00 0.11
H 5.55795 4.61637 2.92639 -0.03 0.05 -0.03 0.13
H 6.48859 4.94930 1.44307 -0.16 0.14 0.04 0.12
O -2.57462 1.56152 -4.04926 -0.03 0.15 -0.03 0.12
C -3.29986 0.66791 -4.36660 0.28 -0.16 0.08 -0.49
O -4.42057 0.36222 -3.67072 -0.09 0.04 -0.05 0.01
C -5.03402 -0.82111 -4.20284 -0.05 -0.13 -0.08 -0.16
C -4.52465 -0.92354 -5.63666 0.10 0.00 -0.04 -0.15
C -3.13161 -0.30692 -5.51800 -0.45 -0.02 -0.09 -0.07
H -4.72830 -1.67242 -3.59054 0.03 0.00 -0.01 0.13
H -6.11453 -0.71478 -4.13991 0.01 0.09 0.10 0.12
H -4.53272 -1.94120 -6.02173 0.02 -0.03 0.07 0.11
H -5.14316 -0.31001 -6.29361 -0.02 0.00 0.01 0.12
H -2.37778 -1.04409 -5.23692 0.07 0.05 -0.01 0.12
H -2.81820 0.21619 -6.41671 0.20 0.01 0.06 0.12
```
Positions in Å, forces in eV/Å.

***

Look up the calculated total energy of the second one.
-20200.948 eV